No. 1
The following is a DFT calculation (ωB97M-V with the def2-TZVPD basis set) of a structure of composition C17H13N3O10PbS2Se.

Results
2S+1: 1
Frontier orbital gap in Ha: 0.320
E_tot in eV: -135051.603

Last column: natural (NBO) charge in e.
Atoms and positions in Å:
Pb (0.81604, -1.19889, -0.95352)  1.605
C (-0.64870, -4.05689, 1.41156)  -0.667
C (-1.57778, -2.95058, 1.05928)  0.437
N (-1.47551, -2.16687, 0.00262)  -0.543
C (-2.51382, -1.27531, 0.09841)  -0.014
C (-3.25603, -1.52417, 1.21237)  0.048
N (-2.65500, -2.60126, 1.79386)  -0.470
C (-4.45370, -0.94080, 1.87673)  0.770
O (-4.89508, 0.21772, 1.42433)  -0.650
O (-4.97009, -1.54535, 2.78134)  -0.578
C (-2.61046, -0.14109, -0.81308)  0.810
O (-3.34455, 0.81227, -0.66149)  -0.605
O (-1.75975, -0.25290, -1.82918)  -0.682
H (0.31086, -3.63647, 1.72086)  0.262
H (-0.49269, -4.70414, 0.55009)  0.239
H (-1.03900, -4.65096, 2.23502)  0.234
H (-2.97282, -2.98953, 2.67053)  0.452
H (-4.30202, 0.58131, 0.72957)  0.515
O (-1.22042, 0.86094, 2.41635)  -0.956
S (-0.02332, 0.34165, 1.81414)  2.408
O (0.36062, -0.99406, 2.21189)  -0.978
O (-0.07197, 0.44229, 0.30854)  -1.141
C (1.26888, 1.54526, 2.13170)  -0.227
C (0.93684, 2.56911, 3.00739)  -0.196
C (1.74169, 3.69297, 3.11268)  -0.194
C (2.88497, 3.80174, 2.34203)  -0.197
C (3.24694, 2.77345, 1.48643)  -0.173
C (2.44477, 1.64542, 1.36783)  -0.352
S (3.03206, 0.46359, 0.16007)  2.417
O (4.45301, 0.61804, 0.11344)  -0.932
O (2.58305, -0.89351, 0.57091)  -1.058
O (2.33948, 0.76306, -1.12014)  -1.071
H (0.02296, 2.48000, 3.57675)  0.251
H (1.45488, 4.49631, 3.77867)  0.222
H (3.50082, 4.68936, 2.40261)  0.222
H (4.15644, 2.82529, 0.90600)  0.249
Se (-1.56582, 1.33754, -2.78225)  0.707
C (-0.07219, 0.55986, -3.68044)  -0.255
C (1.21827, 0.94749, -3.35314)  -0.263
C (2.27101, 0.31506, -4.00649)  0.040
N (2.10266, -0.63366, -4.92372)  -0.388
C (0.85323, -0.98977, -5.22817)  0.026
C (-0.26753, -0.42399, -4.64088)  -0.259
H (1.41082, 1.70656, -2.60515)  0.278
H (3.29477, 0.58296, -3.77257)  0.217
H (0.74691, -1.75895, -5.98447)  0.203
H (-1.26375, -0.74011, -4.91934)  0.236


No. 2
The following is a DFT calculation (ωB97M-V with the def2-TZVPD basis set) of the ion C3H4N3O3S with charge +1 at a distorted geometry.

Results
2S+1: 1
Net charge: +1
Frontier orbital gap in Ha: 0.322
E_tot in eV: -24612.141

Last column: natural (NBO) charge in e.
Atoms and positions in Å:
C (-1.38892, -0.38409, -1.02047)  0.033
C (-1.15208, 0.05361, 0.28351)  0.171
C (0.72380, -0.00710, -0.66014)  0.306
N (0.18771, 0.17583, 0.52263)  -0.465
N (-0.19280, -0.34573, -1.62037)  -0.486
N (-1.93563, 0.16046, 1.46477)  0.508
O (-3.13530, -0.01922, 1.46349)  -0.288
O (-1.24191, 0.36982, 2.44816)  -0.367
O (2.92045, 0.50005, 0.37817)  -0.865
S (2.55618, 0.17035, -1.13428)  0.670
H (-2.24677, -0.72506, -1.52910)  0.281
H (0.69657, 0.33991, 1.34003)  0.497
H (0.28671, -0.69960, -2.43021)  0.467
H (3.92198, 0.41076, 0.49380)  0.538


No. 3
The following is a DFT calculation (ωB97M-V with the def2-TZVPD basis set) of the molecule Cl2H2 at a distorted geometry.

Results
2S+1: 1
Frontier orbital gap in Ha: 0.306
E_tot in eV: -25070.380

Last column: natural (NBO) charge in e.
Atoms and positions in Å:
H (1.62769, 0.01115, 1.38898)  -0.002
H (-0.15518, -0.46460, -1.46987)  0.267
Cl (0.71010, -0.03240, 0.49207)  -0.271
Cl (-0.79672, 0.05907, -0.48731)  0.007


No. 4
The following is a DFT calculation (ωB97M-V with the def2-TZVPD basis set) of the molecule C3H4N2S2 at a distorted geometry.

Results
2S+1: 1
Structure (SMILES): S=C1CSN=CN1
Frontier orbital gap in Ha: 0.310
E_tot in eV: -27825.744

Last column: natural (NBO) charge in e.
Atoms and positions in Å:
C (0.98147, -0.17118, -0.01750)  0.110
C (0.07520, -1.40743, 0.12809)  -0.638
C (-0.99374, 1.33658, -0.05319)  0.241
H (0.17500, -1.75408, 1.18160)  0.243
H (0.56062, -2.18121, -0.52478)  0.269
H (-1.12410, 2.38597, 0.10767)  0.189
H (1.07840, 1.75175, -0.30676)  0.427
N (-1.95540, 0.51512, 0.02417)  -0.583
N (0.35964, 1.01447, -0.16076)  -0.615
S (2.59278, -0.37420, -0.14255)  -0.083
S (-1.74987, -1.11580, -0.23600)  0.440


No. 5
The following is a DFT calculation (ωB97M-V with the def2-TZVPD basis set) of the molecule C2H4OS at a distorted geometry.

Results
2S+1: 1
Structure (SMILES): C=COS
Frontier orbital gap in Ha: 0.370
E_tot in eV: -15019.258

Last column: natural (NBO) charge in e.
Atoms and positions in Å:
C (0.53779, 0.54450, 1.20880)  -0.435
C (-0.20252, -0.14449, 0.43536)  0.108
O (-0.43423, 0.42484, -0.79745)  -0.654
S (0.01440, -0.49848, -2.10750)  0.290
H (0.78509, 0.18997, 2.13690)  0.193
H (0.92126, 1.54792, 1.10112)  0.210
H (-0.41419, -1.18130, 0.65846)  0.192
H (-1.20761, -0.88296, -2.63569)  0.097


No. 6
The following is a DFT calculation (ωB97M-V with the def2-TZVPD basis set) of the ion C3H10NO2 with charge +1 at a distorted geometry.

Results
2S+1: 1
Net charge: +1
Structure (SMILES): [NH3+]C(CO)CO
Frontier orbital gap in Ha: 0.421
E_tot in eV: -8849.624

Last column: natural (NBO) charge in e.
Atoms and positions in Å:
C (0.84943, -1.14746, -0.43062)  -0.099
O (0.66720, -1.21369, -1.85670)  -0.746
C (-0.36727, -0.40986, 0.18435)  -0.085
C (-0.11280, 0.28999, 1.51340)  -0.086
O (-0.02446, 1.64049, 1.32497)  -0.770
N (-0.95066, 0.72230, -0.69035)  -0.724
H (1.86827, -0.81628, -0.13473)  0.207
H (0.83011, -2.25906, 0.06875)  0.210
H (0.92518, -2.04917, -2.25181)  0.509
H (-1.24156, -1.19803, 0.55262)  0.251
H (-1.10221, 0.22242, 1.95838)  0.191
H (0.86356, -0.19470, 2.00008)  0.224
H (0.49558, 2.24644, 1.85184)  0.535
H (-0.45239, 0.85192, -1.54493)  0.454
H (-1.95397, 0.59093, -0.87371)  0.443
H (-0.93597, 1.73910, -0.14298)  0.488